# 1
{
  "formula": "C8H18N6S",
  "method": "the ωB97M-V functional and the def2-TZVPD basis",
  "mol_weight_da": 230.34,
  "homo_ev": -15.128,
  "energy_ha": -1041.5902,
  "total_charge": 2,
  "e_above_lowest_kcal_mol": 44.91,
  "homo_lumo_gap_ev": 5.92,
  "symbols": ["C", "C", "N", "C", "N", "C", "C", "C", "S", "C", "N", "N", "C", "N", "N", "H", "H", "H", "H", "H", "H", "H", "H", "H", "H", "H", "H", "H", "H", "H", "H", "H", "H"],
  "positions_angstrom": [[2.2529, -2.8126, 0.3244], [1.6623, -1.8430, -0.6928], [0.7471, -0.8646, -0.1160], [-0.5862, -1.1286, -0.2418], [-1.1033, -2.1093, -1.0377], [-1.6389, -0.1366, 0.3513], [-0.9454, 0.7346, 1.4064], [0.4224, 1.2939, 0.9410], [0.1587, 2.4765, -0.5801], [0.6277, 4.1496, -0.0340], [1.2984, 0.2393, 0.5275], [-2.1909, 0.3555, -0.8429], [-3.6465, 0.3667, -0.8387], [-4.0055, -0.3689, 0.2892], [-2.9851, -0.6316, 0.9776], [2.6273, -2.2238, 1.2122], [1.5397, -3.5205, 0.5096], [3.1177, -3.2305, -0.1992], [1.1157, -2.3546, -1.4920], [2.4787, -1.2443, -1.2181], [-2.0774, -2.2697, -1.1685], [-0.5205, -2.4725, -1.8266], [-1.5825, 1.5045, 1.8934], [-0.7956, -0.0205, 2.1718], [0.8865, 1.9438, 1.6655], [0.7170, 4.7503, -1.0119], [1.6688, 4.0906, 0.5162], [-0.2220, 4.4096, 0.5513], [2.3042, 0.3368, 0.2024], [-1.7899, 1.1026, -1.4841], [-4.0167, 1.4280, -0.5475], [-4.3005, 0.0989, -1.6056], [-3.0477, -0.8824, 1.9662]],
  "forces_ev_per_angstrom": [[2.1194, 2.9643, -0.6068], [1.7188, 1.0318, -1.2704], [-3.8852, -0.7321, -0.4332], [1.0060, -0.0335, 0.4895], [2.7532, -0.1174, -0.3650], [0.7047, 0.8436, -0.3978], [0.1517, -0.0553, 0.3858], [-0.7766, 1.0508, -2.1007], [0.1961, -0.9635, 0.1140], [2.2422, -0.5515, -0.6784], [1.3425, -1.4722, 0.3496], [-1.9218, 2.0082, -3.3112], [1.5356, 2.1817, 2.3559], [0.7690, -0.3955, 2.7781], [0.2909, 0.6261, -2.0153], [-0.5268, -0.9726, -0.7547], [-1.5210, -2.0135, 1.0992], [-0.1171, -0.3083, 0.4030], [0.6356, 0.0956, 0.2822], [-0.9855, -0.6951, 0.6263], [-0.5297, 0.2697, 0.2494], [-1.0154, 0.3327, 1.2071], [0.3673, -0.2688, -0.8152], [0.5471, -0.0457, 0.6713], [0.1759, -0.2057, 0.4672], [-0.1443, -0.8292, 1.6900], [-2.2628, 0.4521, -1.0333], [-0.0509, 1.1065, 0.6497], [-1.9996, 0.4949, 0.6155], [-0.0399, -1.2799, 1.7475], [-0.0126, -1.2367, -0.1417], [-0.3843, -0.6854, -2.1342], [-0.3826, -0.5962, -0.1233]]
}


# 2
{
  "formula": "C18H69N34O20",
  "method": "the ωB97M-V functional and the def2-TZVPD basis",
  "mol_weight_da": 1081.97,
  "homo_ev": -6.782,
  "energy_ha": -4094.3948,
  "total_charge": -1,
  "homo_lumo_gap_ev": 8.46,
  "symbols": ["O", "C", "O", "O", "H", "C", "O", "N", "N", "H", "H", "H", "H", "C", "O", "N", "N", "H", "H", "H", "H", "C", "O", "N", "N", "H", "H", "H", "H", "C", "O", "N", "N", "H", "H", "H", "H", "C", "O", "N", "N", "H", "H", "H", "H", "C", "O", "N", "N", "H", "H", "H", "H", "C", "O", "N", "N", "H", "H", "H", "H", "C", "O", "N", "N", "H", "H", "H", "H", "C", "O", "N", "N", "H", "H", "H", "H", "C", "O", "N", "N", "H", "H", "H", "H", "C", "O", "N", "N", "H", "H", "H", "H", "C", "O", "N", "N", "H", "H", "H", "H", "C", "O", "N", "N", "H", "H", "H", "H", "C", "O", "N", "N", "H", "H", "H", "H", "C", "O", "N", "N", "H", "H", "H", "H", "C", "O", "N", "N", "H", "H", "H", "H", "C", "O", "N", "N", "H", "H", "H", "H"],
  "positions_angstrom": [[-5.4203, 8.5196, -13.5864], [-5.8725, 8.3497, -14.8866], [-7.0209, 8.6251, -15.1912], [-5.0011, 8.0437, -15.7468], [-6.2321, 8.8911, -13.2333], [-2.4361, 4.9857, -11.0228], [-1.9223, 6.0938, -11.1735], [-3.1474, 4.5840, -10.0561], [-2.1475, 4.0370, -11.8568], [-3.4911, 5.3569, -9.5042], [-3.6737, 3.7267, -10.1467], [-2.6826, 3.1809, -11.8847], [-1.5766, 4.2296, -12.6675], [-5.8938, 3.3023, -12.5508], [-4.9576, 2.7404, -11.9175], [-5.8322, 4.5362, -12.8088], [-7.1163, 2.8119, -12.7457], [-4.9020, 4.9011, -12.9559], [-6.6797, 4.9968, -13.1083], [-7.3339, 1.9179, -12.3291], [-7.6064, 3.2683, -13.5017], [-2.7417, 10.4299, -16.4751], [-3.8308, 10.9157, -16.4541], [-2.4334, 9.1630, -16.3272], [-1.6920, 11.1028, -16.9032], [-1.5808, 8.8176, -16.7442], [-3.0962, 8.4373, -16.0946], [-1.8328, 12.0775, -17.1271], [-0.8953, 10.6199, -17.2933], [1.2718, 8.4110, -14.6301], [2.1994, 7.7422, -14.2600], [0.0642, 7.9319, -14.8530], [1.3078, 9.6249, -15.0147], [-0.1551, 6.9568, -14.7076], [-0.6303, 8.6143, -15.1216], [2.1561, 10.1420, -14.8328], [0.7356, 9.8607, -15.8129], [-4.7570, 10.4761, -11.0002], [-5.9393, 10.1698, -11.0330], [-4.1136, 10.7137, -9.8783], [-3.9537, 10.5925, -11.9665], [-4.6567, 10.6724, -9.0277], [-3.1192, 10.8604, -9.7790], [-3.0854, 11.0714, -11.7747], [-4.1451, 10.2436, -12.8948], [-0.5197, 8.0529, -19.0329], [-0.3951, 8.7519, -18.0700], [-1.7312, 7.7962, -19.6418], [0.4244, 7.3540, -19.5563], [-2.5174, 8.3998, -19.4479], [-1.9910, 6.9105, -20.0518], [0.2936, 6.8836, -20.4405], [1.3029, 7.5224, -19.0873], [-13.2876, 6.6454, -13.3807], [-14.4791, 6.4760, -13.5980], [-12.3930, 6.8351, -14.2500], [-12.7130, 6.7138, -12.1552], [-11.5726, 7.3139, -13.9068], [-12.6452, 6.9520, -15.2210], [-13.4507, 6.7207, -11.4654], [-11.7291, 6.8497, -11.9718], [-2.5326, 6.0344, -14.4781], [-1.5153, 5.5258, -14.2767], [-2.9254, 7.0677, -13.8727], [-3.4902, 5.7073, -15.3177], [-2.3925, 7.2022, -13.0253], [-3.7534, 7.5450, -14.1991], [-4.1606, 6.4261, -15.5503], [-3.5547, 4.8138, -15.7841], [-8.9682, 5.0506, -14.7648], [-8.2233, 4.7546, -15.6646], [-8.7297, 6.0262, -13.9630], [-9.9208, 4.3483, -14.3654], [-9.2707, 6.2724, -13.1464], [-8.0480, 6.7446, -14.1611], [-10.3730, 4.6472, -13.5131], [-10.1319, 3.4334, -14.7375], [-5.8436, 12.5982, -13.8582], [-6.1877, 13.2306, -12.8977], [-6.5806, 11.7930, -14.5138], [-4.7480, 12.8641, -14.4496], [-6.2509, 11.3022, -15.3327], [-7.2824, 11.4456, -13.8760], [-4.3167, 12.2166, -15.0936], [-4.1589, 13.6152, -14.1197], [-9.9500, 10.0477, -17.0088], [-11.0443, 10.4762, -17.5133], [-8.9174, 9.5057, -17.6370], [-9.6264, 10.1384, -15.7295], [-8.9417, 9.4388, -18.6444], [-8.0735, 9.3772, -17.0971], [-8.8797, 9.5660, -15.3621], [-10.2948, 10.5296, -15.0812], [-7.4197, 10.1860, -7.3724], [-7.3987, 8.9903, -7.4427], [-7.0998, 10.8881, -8.4096], [-7.8798, 10.8683, -6.3716], [-6.9712, 11.8724, -8.2234], [-6.8167, 10.4456, -9.2722], [-8.0942, 10.3958, -5.5050], [-7.7762, 11.8726, -6.3467], [-5.6869, 5.3864, -18.4502], [-6.1075, 4.4609, -19.1142], [-4.5066, 5.9779, -18.5795], [-6.3393, 6.0087, -17.5098], [-4.2615, 6.7683, -18.0006], [-3.7896, 5.4928, -19.0999], [-7.1866, 5.6707, -17.0763], [-5.8078, 6.6722, -16.9645], [-4.4854, 2.4822, -15.9976], [-3.4260, 3.0199, -16.1872], [-4.5995, 1.3128, -15.6179], [-5.5997, 3.1042, -16.1994], [-5.4432, 0.7744, -15.4821], [-3.7390, 0.7913, -15.5310], [-6.5339, 2.7336, -16.0991], [-5.3874, 4.0887, -16.2755], [-4.3919, 9.4928, -19.5763], [-3.4863, 10.2805, -19.7057], [-4.9123, 8.9093, -18.5119], [-5.1026, 9.0259, -20.5204], [-4.5585, 8.9924, -17.5695], [-5.7294, 8.3288, -18.6367], [-5.9109, 8.4692, -20.2822], [-4.6976, 9.2568, -21.4164], [-6.3487, 5.9797, -8.8677], [-6.3233, 5.8829, -7.6806], [-5.9635, 7.0611, -9.4379], [-6.6101, 5.0001, -9.7009], [-5.9618, 7.1220, -10.4461], [-5.8489, 7.8920, -8.8754], [-6.9570, 4.1721, -9.2381], [-6.3445, 5.1207, -10.6678], [-9.4045, 7.6603, -10.9006], [-9.8869, 6.8214, -11.6379], [-9.9674, 8.0853, -9.7988], [-8.2341, 8.2247, -11.1145], [-10.9252, 7.7754, -9.7162], [-9.5909, 8.8483, -9.2546], [-8.0952, 9.0765, -10.5899], [-7.5947, 7.8849, -11.8186]],
  "forces_ev_per_angstrom": [[-1.0723, -0.3007, -0.8546], [2.1466, 0.5271, -2.1768], [-2.1259, 0.1419, 1.0082], [0.2372, -0.5863, 0.9391], [-0.0431, 0.5516, 1.1171], [3.4495, 2.1332, -2.9022], [-0.3629, 1.4119, 0.7026], [-3.6663, -0.1498, 4.9775], [0.9662, -3.4317, -3.3870], [-0.3812, -0.4690, 0.3846], [-0.1741, 0.3010, 0.1677], [0.0109, 0.1739, 0.0082], [-0.1270, 0.3345, 0.0311], [2.1264, -4.2394, 4.0807], [-1.2749, -0.3977, -1.2424], [0.8256, 5.6033, -1.7197], [-1.0839, -1.3574, -0.3199], [-0.1271, 0.5729, -0.1335], [0.4591, 0.4515, -0.4379], [-0.1933, 0.1867, -0.5647], [-0.5920, -0.7437, 0.1723], [1.1772, -0.9439, -1.9202], [-3.6428, 1.5176, 1.4948], [0.0996, -3.4077, 1.0737], [2.5434, 2.7030, -0.3239], [-0.0496, 0.1417, -0.1516], [-0.3238, 0.5733, 0.1919], [0.0218, -0.3705, -0.1956], [-0.2262, 0.1459, -0.0604], [-0.5186, -4.3543, 0.0225], [2.0389, -0.8032, 1.3853], [-2.2553, -1.1700, -0.1956], [1.3699, 6.7022, -1.3692], [-0.2325, 0.0389, 0.1402], [-0.3190, -0.7858, 0.4394], [-0.1751, -0.0758, -0.4204], [0.3262, 0.3899, 0.2814], [-1.5318, -0.4578, 1.8679], [-1.7013, -0.7745, -0.1726], [0.3049, 0.7323, 4.4525], [3.1427, 0.4970, -5.3238], [0.2839, 0.0812, -0.0725], [-0.3944, -0.2276, -0.2109], [-0.1421, -0.3711, -0.6388], [-0.0731, 0.2141, 0.0962], [-4.2261, -1.0901, -0.9310], [0.9614, 2.1143, 1.7218], [-1.0992, 0.4408, -0.0697], [3.4302, -1.4238, -0.9633], [0.4209, 0.1390, 0.2162], [0.5465, 0.1823, 0.0770], [0.4944, 0.1865, 0.3562], [0.2864, -0.6223, -0.5851], [-3.0091, -0.1914, 2.9254], [-0.2613, -0.3401, 0.2799], [4.3433, 1.0742, -5.3041], [-1.9958, -0.3305, 1.8886], [0.1069, -0.1282, -0.7230], [0.0902, 0.0207, 0.1878], [0.7345, -0.0263, 0.5274], [-0.0895, -0.1427, 0.2237], [-3.4959, -0.0495, -2.2819], [6.5324, -4.2502, 0.8204], [-0.5358, 5.5801, 4.0874], [-2.4381, -2.3758, -3.5562], [-0.3295, 0.9145, 0.3378], [0.4595, 0.1278, 0.9641], [-0.0706, -0.3809, 0.1087], [0.7583, -0.1108, -0.2489], [3.5517, 0.8159, -1.4749], [1.6102, -0.8856, -2.8588], [1.7981, 4.9556, 2.7637], [-6.1343, -4.6047, 2.2148], [-0.3096, -0.1833, 0.1816], [0.0153, -0.1664, -0.7713], [-0.3764, -0.4669, -0.2569], [0.0423, 0.4202, -0.0922], [0.2394, 2.7642, 1.1811], [-1.4213, 0.9936, 3.2099], [-3.8597, -3.9777, -1.1181], [6.2409, 1.2970, -2.4568], [-0.2331, -0.2030, 0.2591], [-0.4519, -0.5918, -0.8839], [-0.0600, 0.0130, -0.3895], [-0.3497, -0.2660, 0.1740], [-3.4045, 1.7239, -1.5881], [2.9392, -1.3098, 1.0950], [0.8574, -0.8663, -2.3063], [-0.6839, 0.5402, 3.2312], [0.1792, -0.0383, 0.3552], [0.1542, -0.2125, -0.5391], [-0.0099, 0.1595, 0.1372], [0.1123, -0.1508, -0.2511], [-0.2123, -2.0898, -0.9738], [-0.1289, -3.1531, 0.5298], [1.1693, 3.3062, -2.4237], [-1.3018, 2.2180, 3.9885], [0.1016, -0.0277, -1.0476], [0.3376, 0.2553, -0.2739], [0.1534, 0.0755, -0.2683], [-0.1659, -0.3067, 0.1801], [-0.4092, -1.1081, -1.0090], [0.0078, -0.7662, -0.6318], [3.2260, 0.2293, -1.5137], [-2.4239, 1.7288, 2.8574], [0.3090, -0.4077, -0.2677], [-0.1585, 0.2092, 0.2168], [-0.0926, -0.2448, -0.2115], [-0.4558, 0.1380, 0.3404], [0.2049, 3.7028, -1.5312], [2.9407, 1.2634, -0.3821], [0.4839, -9.3660, 2.7809], [-2.7926, 3.0415, -0.5000], [0.1149, 0.5488, -0.0906], [-0.1948, 0.0212, 0.0685], [0.2902, 0.4688, -0.0199], [-1.3010, 0.0652, -0.2999], [0.0203, 0.7216, 2.6391], [1.6523, 0.6886, 0.3081], [0.2050, -0.3518, 4.7014], [-1.8814, -0.7810, -6.4961], [-0.3307, 0.4851, -0.0247], [0.4643, 0.0769, 0.6384], [0.3970, 0.0542, -1.3948], [-1.1025, -0.4227, -0.4608], [0.6022, -0.7332, 1.0609], [-0.7478, -0.9210, 3.6045], [1.6083, 4.4017, -2.7445], [-1.1868, -2.2381, -1.2387], [0.1067, 0.4605, 0.4061], [-0.1116, -0.1839, -0.1678], [0.2945, -0.1581, -0.8077], [-0.3076, -0.9001, 0.1088], [1.3478, 0.1860, -0.4119], [-1.2987, -1.5529, -0.8744], [-2.3484, 0.2794, 1.6137], [1.3509, 1.1021, -0.5596], [0.1286, 0.4102, 0.5716], [-0.1883, -0.3893, 0.1457], [1.1011, -0.2476, -0.4952], [-0.2570, 0.4257, 0.2448]]
}